1.
Below is a molecular structure, C25H31BF4N7OSZr, with properties calculated with ωB97M-V with the def2-TZVPD basis set.

```
71
C25H31BF4N7OSZr, DFT ωB97M-V with the def2-TZVPD basis set
Zr -0.015 -0.454 0.248
C -1.295 -2.568 2.204
N -0.054 -2.564 1.379
C -0.131 -3.643 0.369
C -1.172 -3.321 -0.659
C -1.834 -4.324 -1.340
C -2.734 -3.982 -2.337
C -2.932 -2.638 -2.618
C -2.245 -1.693 -1.886
N -1.382 -2.011 -0.900
C 1.127 -2.797 2.261
C 2.170 -1.713 2.221
C 3.304 -1.843 3.006
C 4.260 -0.844 2.986
C 4.050 0.267 2.180
C 2.900 0.330 1.426
N 1.967 -0.645 1.437
C -1.290 -1.339 3.063
C -1.952 -1.266 4.273
C -1.875 -0.093 5.008
C -1.117 0.961 4.514
C -0.503 0.817 3.286
N -0.604 -0.304 2.556
H -1.329 -3.473 2.818
H -2.171 -2.578 1.551
H -0.342 -4.605 0.844
H 0.841 -3.724 -0.125
H -1.644 -5.359 -1.091
H -3.270 -4.748 -2.881
H -3.620 -2.320 -3.387
H -2.391 -0.641 -2.077
H 1.598 -3.744 1.989
H 0.794 -2.914 3.295
H 3.432 -2.721 3.625
H 5.151 -0.929 3.593
H 4.770 1.071 2.134
H 2.699 1.178 0.789
H -2.505 -2.119 4.644
H -2.381 -0.006 5.960
H -1.004 1.878 5.074
H 0.102 1.609 2.865
O 0.315 1.561 0.464
N -0.583 2.563 0.533
C -0.114 3.820 0.670
C -0.989 4.867 0.766
C -2.361 4.608 0.720
C -2.809 3.314 0.563
C -1.897 2.265 0.456
S -2.340 0.618 0.171
H 0.960 3.914 0.700
H -0.608 5.871 0.880
H -3.070 5.420 0.804
H -3.863 3.081 0.517
N 2.208 1.579 -5.530
C 0.850 2.097 -5.127
C 0.916 2.822 -3.774
N -0.384 3.085 -3.189
H 2.187 1.162 -6.463
H 2.506 0.853 -4.869
H 2.909 2.323 -5.544
H 0.192 1.232 -5.068
H 0.499 2.754 -5.921
H 1.431 3.776 -3.898
H 1.510 2.228 -3.073
H -0.948 2.248 -3.118
H -0.902 3.783 -3.707
F 1.854 -0.624 -3.399
B 1.465 -0.404 -2.119
F 0.095 0.081 -2.045
F 1.369 -1.584 -1.283
F 2.228 0.499 -1.411
```

Output
total charge	+3

2.
Below is a molecular structure, C7H15F3FeNO11S3, with properties calculated with ωB97M-V with the def2-TZVPD basis set.

```
41
C7H15F3FeNO11S3, DFT ωB97M-V with the def2-TZVPD basis set
Fe -0.840 -25.501 -0.908
S -1.331 -27.921 -1.856
O -1.988 -28.245 -3.040
O -0.905 -29.036 -1.091
O -0.279 -26.916 -2.052
O -2.095 -26.919 -1.093
S -2.905 -23.820 -1.374
O -1.845 -24.412 -2.167
O -4.191 -24.435 -1.706
O -2.237 -24.415 -0.216
O -2.923 -22.372 -1.325
C 0.067 -28.187 2.699
F -0.975 -29.021 2.418
F 0.267 -28.249 4.024
F 1.227 -28.612 2.096
S -0.355 -26.352 2.312
O -0.293 -26.181 0.832
O -1.688 -26.172 2.929
O 0.716 -25.535 2.918
C 0.068 -22.829 0.967
C 0.343 -22.828 -0.541
N 0.751 -24.193 -1.055
C 1.025 -23.986 -2.502
C 2.269 -23.131 -2.836
C 1.887 -24.723 -0.299
C 2.652 -25.903 -1.003
H -0.311 -21.867 1.311
H 0.950 -22.879 1.606
H -0.604 -23.624 1.288
H -0.559 -22.481 -1.045
H 1.078 -22.068 -0.805
H 0.144 -23.617 -3.029
H 1.090 -24.952 -3.003
H 2.864 -22.711 -2.025
H 1.906 -22.303 -3.445
H 2.955 -23.669 -3.491
H 2.700 -23.997 -0.275
H 1.800 -25.006 0.749
H 3.608 -26.146 -0.541
H 2.107 -26.847 -1.016
H 2.832 -25.734 -2.065
```

Output
multiplicity	6
total charge	-2

3.
Below is C3H7NO2 in the gas phase, with properties calculated with ωB97M-V with the def2-TZVPD basis set.

```
13
C3H7NO2, DFT ωB97M-V with the def2-TZVPD basis set
C -0.930 1.292 0.104
C -0.017 0.137 0.509
N -0.852 -1.051 0.711
C 1.081 -0.075 -0.540
O 1.353 0.692 -1.419
O 1.697 -1.271 -0.397
H -0.398 2.152 -0.289
H -1.542 0.972 -0.744
H -1.622 1.411 0.933
H 0.480 0.421 1.435
H -1.091 -1.417 -0.209
H -0.298 -1.785 1.140
H 2.139 -1.479 -1.233
```

Output
SMILES	C[C@@H](N)C(=O)O
total charge	0

Energy relative to the best compared isomer or geometry (same formula, charge and spin) (kJ/mol)
0.00; 197.74; 59.74
Largest force on an atom (eV/A)
0.51; 8.26; 1.08